Record 1
CH3N2O4 | ωB97M-V/def2-TZVPD

Summary:
Highest occupied orbital energy in eV: -4.7
Largest force on an atom in eV Å⁻¹: 2.40
Structure (SMILES): [O-][N+]([O-])=NC(O)O
HOMO-LUMO gap in eV: 9.0
LUMO in eV: 4.25
ΔE to the lowest compared entry with this formula, charge and spin in kJ/mol: 85.6

Structure (ORCA input):
```
! RIJCOSX wB97M-V def2-TZVPD def2/J DEFGRID3
* xyz -1 1
C 0.864 -0.075 -0.296
N -0.456 -0.744 -0.131
N -1.495 -0.005 0.003
O -1.515 1.256 -0.003
O -2.543 -0.599 0.170
O 1.002 1.150 0.338
O 1.815 -0.935 0.238
H 1.070 -0.129 -1.397
H 0.006 1.521 0.237
H 1.253 -1.440 0.841
*
```

Atomic partial charges in e from the Löwdin method, atoms 1 to 4: number 1, C, carries -0.5737; number 2, N, carries 0.0850; number 3, N, carries -0.5509; number 4, O, carries -0.0835



Record 2
C33H35F5N4P2Sn | ωB97M-V/def2-TZVPD

Summary:
Highest occupied orbital energy in eV: -8.3
Largest force on an atom in eV Å⁻¹: 4.04
HOMO-LUMO gap in eV: 6.9
LUMO in eV: -1.47
ΔE to the lowest compared entry with this formula, charge and spin in kJ/mol: 63.2

Structure (ORCA input):
```
! RIJCOSX wB97M-V def2-TZVPD def2/J DEFGRID3
* xyz 0 1
Sn -0.435 -2.641 2.258
C -0.552 3.647 4.100
C -1.266 3.034 3.137
C -0.777 2.536 1.810
C 0.425 1.583 1.889
C 1.782 2.210 1.725
C 2.182 3.436 2.134
C 1.307 4.581 2.541
C 0.681 4.495 3.975
C 0.833 -4.052 3.443
H -1.022 3.696 5.081
H -2.343 2.961 3.252
H -0.585 3.326 1.073
H -1.617 1.956 1.401
H 0.387 1.094 2.883
H 0.276 0.731 1.200
H 2.541 1.435 1.525
H 3.245 3.668 2.173
H 0.495 4.788 1.844
H 1.951 5.472 2.597
H 1.425 4.237 4.745
H 0.364 5.535 4.177
H 0.545 -4.119 4.494
H 1.813 -3.544 3.374
H 0.802 -5.066 3.018
P 1.604 -1.415 -1.894
P -1.963 -0.904 -1.859
N 2.857 -0.167 -2.162
N 2.383 -2.604 -3.042
N -1.977 0.855 -2.323
N -3.525 -1.252 -2.650
C 0.512 -0.654 -3.179
C -0.859 -1.377 -3.283
C 3.893 0.063 -1.240
C 4.851 0.876 -1.841
C 4.418 1.144 -3.176
C 3.205 0.489 -3.347
C 2.677 -3.915 -2.662
C 3.072 -4.637 -3.781
C 3.035 -3.735 -4.898
C 2.631 -2.502 -4.410
C -1.701 1.792 -1.318
C -1.522 3.051 -1.891
C -1.676 2.895 -3.310
C -1.921 1.537 -3.549
C -4.251 -0.572 -3.638
C -5.292 -1.384 -4.083
C -5.207 -2.619 -3.351
C -4.119 -2.521 -2.496
H 0.961 -0.684 -4.185
H 0.382 0.404 -2.886
H -1.349 -1.124 -4.247
H -0.746 -2.483 -3.220
H 3.839 -0.373 -0.251
H 5.758 1.256 -1.383
H 4.919 1.743 -3.933
H 2.548 0.482 -4.205
H 2.561 -4.216 -1.621
H 3.350 -5.680 -3.810
H 3.272 -3.965 -5.929
H 2.474 -1.565 -4.952
H -1.661 1.463 -0.298
H -1.306 3.965 -1.351
H -1.613 3.683 -4.053
H -2.072 1.020 -4.486
H -3.997 0.432 -3.931
H -6.019 -1.132 -4.843
H -5.864 -3.474 -3.463
H -3.720 -3.216 -1.774
F -1.628 -3.917 4.690
C -1.508 -2.594 5.075
C -1.001 -1.648 4.194
C -0.771 -0.411 4.822
F 0.373 0.309 4.550
C -1.380 0.028 6.004
F -1.327 1.320 6.358
C -1.896 -0.938 6.852
F -2.406 -0.600 8.053
C -1.823 -2.273 6.418
F -1.934 -3.255 7.339
*
```

Atomic partial charges in e from the Löwdin method, atoms 1 to 4: number 1, Sn, carries 1.1027; number 2, C, carries -0.1091; number 3, C, carries -0.1002; number 4, C, carries -0.2124



Record 3
C20H17BrCrN2O3Se | ωB97M-V/def2-TZVPD

Summary:
Highest occupied orbital energy (spin up / spin down) in eV: -4.3 / -4.3
Largest force on an atom in eV Å⁻¹: 1.57
⟨S²⟩: 3.7904
HOMO-LUMO gap (spin up / spin down) in eV: 6.7 / 6.7
LUMO (spin up / spin down) in eV: 2.43 / 2.42
ΔE to the lowest compared entry with this formula, charge and spin in kJ/mol: 0.0

Structure (ORCA input):
```
! RIJCOSX wB97M-V def2-TZVPD def2/J DEFGRID3
* xyz -1 4
Cr -0.212 -0.077 -0.217
N -1.433 0.768 -1.878
C -2.802 0.271 -1.652
C -3.069 -0.037 -0.164
O -4.219 -0.023 0.273
N -1.956 -0.316 0.493
C -2.042 -0.692 1.880
C -0.609 -0.823 2.437
O -0.421 -1.036 3.623
O 0.312 -0.707 1.558
H -1.439 1.786 -1.802
H -1.143 0.529 -2.828
H -2.927 -0.676 -2.191
H -3.561 0.977 -2.011
H -2.545 -1.665 1.990
H -2.611 0.043 2.469
Br 2.263 0.216 -0.805
C 2.341 2.092 -0.327
C 3.514 2.784 -0.482
C 3.521 4.161 -0.234
C 2.368 4.790 0.148
C 1.168 4.075 0.340
C -0.013 4.728 0.732
C -1.159 4.000 0.920
C -1.171 2.617 0.709
C -0.058 1.904 0.292
C 1.132 2.665 0.110
H 4.408 2.271 -0.801
H 4.434 4.721 -0.375
H 2.353 5.858 0.315
H 0.009 5.798 0.889
H -2.065 4.497 1.241
H -2.102 2.095 0.891
Se -0.354 -2.159 -1.880
C 0.365 -3.714 -1.058
C 0.417 -4.917 -1.755
C 0.888 -6.052 -1.125
C 1.304 -6.001 0.196
C 1.266 -4.798 0.881
C 0.808 -3.656 0.254
H 0.087 -4.950 -2.784
H 0.927 -6.989 -1.665
H 1.652 -6.899 0.691
H 1.584 -4.744 1.912
H 0.791 -2.716 0.790
*
```

Atomic partial charges in e from the Löwdin method, atoms 1 to 4: number 1, Cr, carries 0.3708; number 2, N, carries -0.0494; number 3, C, carries -0.1679; number 4, C, carries -0.5768